Version one
The ion C4H8NO3 with charge -1. Source: the Open Molecules 2025 dataset; level of theory: ωB97M-V/def2-TZVPD.

Results
- Spin multiplicity: 1
- Charge: -1
- SMILES: O=C[C@@H](CO)NC[O-]
- Frontier orbital gap: 0.239 Eh
- Lowest unoccupied orbital energy: 3.6 eV
- HOMO level: -2.9147 eV

Positions of all 16 atoms, in Å:
O  -2.437  0.188  -0.036
C  -1.455  -0.469  -0.295
C  -0.095  0.216  -0.625
C  0.134  1.476  0.228
O  -0.703  2.597  -0.068
N  1.056  -0.687  -0.450
C  0.935  -1.568  0.802
O  0.173  -2.646  0.632
H  -1.439  -1.565  -0.291
H  -0.108  0.570  -1.661
H  -0.077  1.289  1.279
H  1.173  1.789  0.064
H  -0.595  2.850  -0.966
H  0.996  -1.322  -1.246
H  0.476  -0.856  1.547
H  1.966  -1.865  1.085

***

Version two
A cluster of 2 separate species, C4H8NO3 in total. Source: the Open Molecules 2025 dataset; level of theory: ωB97M-V/def2-TZVPD.

Results
- Spin multiplicity: 1
- Charge: -1
- Frontier orbital gap: 0.313 Eh
- Lowest unoccupied orbital energy: 4.1 eV
- HOMO level: -4.3854 eV

Positions of all 16 atoms, in Å:
C  0.263  -0.828  -1.979
C  -0.072  0.456  -1.786
O  -0.944  0.896  -0.871
C  0.556  1.577  -2.579
H  1.117  -1.087  -2.589
H  -0.234  -1.591  -1.396
H  -0.896  0.293  -0.043
H  1.129  1.104  -3.379
H  -0.156  2.292  -2.997
H  1.222  2.166  -1.942
N  0.182  -1.089  3.056
C  0.064  -0.474  1.787
O  0.913  0.375  1.477
O  -0.931  -0.854  1.081
H  -0.038  -2.073  3.031
H  1.079  -0.892  3.455

***

Version three
A cluster of 2 separate species, C4H8NO3 in total. Source: the Open Molecules 2025 dataset; level of theory: ωB97M-V/def2-TZVPD.

Results
- Spin multiplicity: 1
- Charge: -1
- Frontier orbital gap: 0.305 Eh
- Lowest unoccupied orbital energy: 3.8 eV
- HOMO level: -4.4747 eV

Positions of all 16 atoms, in Å:
C  1.611  2.377  1.616
C  1.479  1.364  0.434
O  0.829  1.846  -0.597
O  1.892  0.221  0.623
H  2.659  2.926  1.577
H  1.489  1.821  2.521
H  0.796  3.076  1.566
C  -1.762  -2.402  -0.315
C  -1.472  -1.115  -1.137
O  -2.360  -0.407  -1.603
N  -0.220  -0.764  -1.540
H  -0.026  0.269  -1.723
H  0.584  -1.011  -1.028
H  -2.077  -3.210  -1.010
H  -2.535  -2.289  0.396
H  -0.886  -2.703  0.221

***

Version four
A cluster of 2 separate species, C4H8NO3 in total. Source: the Open Molecules 2025 dataset; level of theory: ωB97M-V/def2-TZVPD.

Results
- Spin multiplicity: 1
- Charge: -1
- Frontier orbital gap: 0.197 Eh
- Lowest unoccupied orbital energy: 1.2 eV
- HOMO level: -4.1569 eV

Positions of all 16 atoms, in Å:
O  0.980  2.014  1.065
C  0.721  0.770  1.066
N  1.567  -0.169  0.106
C  0.041  -0.217  -0.166
C  -0.605  -1.517  0.381
O  0.466  -2.274  0.793
C  -0.547  0.706  -1.152
O  -1.660  0.198  -1.718
H  -2.930  2.675  -1.738
H  0.438  0.200  2.032
H  -3.085  1.959  -1.772
H  -1.271  -1.092  1.220
H  -1.263  -2.078  -0.281
H  0.267  1.075  -1.876
H  1.625  -1.165  0.310
H  -0.703  1.652  -0.525

***

Energies, relative to the best one, in eV: version one 3.094; version two 0.070; version three 0.000; version four 8.881.

***

Version one
A cluster of 2 separate species, C4H8NO3 in total. Source: the Open Molecules 2025 dataset; level of theory: ωB97M-V/def2-TZVPD.

Results
- Spin multiplicity: 1
- Charge: -1
- Frontier orbital gap: 0.296 Eh
- Lowest unoccupied orbital energy: 3.9 eV
- HOMO level: -4.1133 eV

Positions of all 16 atoms, in Å:
C  0.981  1.484  -1.026
C  0.327  2.428  -0.051
O  0.609  3.611  -0.033
N  -0.651  1.943  0.806
H  -0.959  2.646  1.453
H  -0.974  0.976  0.743
H  2.043  1.403  -0.805
H  0.695  1.690  -2.066
H  0.684  0.407  -0.921
C  0.002  -2.827  0.188
C  -0.906  -1.664  0.484
O  -1.537  -1.229  -0.531
O  -0.970  -1.002  1.558
H  0.724  -3.246  0.922
H  0.479  -2.852  -0.774
H  -0.546  -3.768  0.054

***

Version two
A cluster of 2 separate species, C4H8NO3 in total. Source: the Open Molecules 2025 dataset; level of theory: ωB97M-V/def2-TZVPD.

Results
- Spin multiplicity: 1
- Charge: -1
- Frontier orbital gap: 0.322 Eh
- Lowest unoccupied orbital energy: 4.1 eV
- HOMO level: -4.6273 eV

Positions of all 16 atoms, in Å:
N  3.221  -1.494  0.108
C  1.895  -1.259  -0.346
O  1.049  -1.093  0.574
O  1.728  -1.187  -1.569
H  3.327  -2.022  0.952
H  3.825  -1.826  -0.628
C  -2.523  1.759  0.753
C  -1.453  1.008  0.469
O  -0.503  0.821  1.379
C  -1.241  0.372  -0.872
H  -3.253  1.977  -0.015
H  -2.682  2.216  1.717
H  0.118  0.084  1.119
H  -2.064  0.620  -1.542
H  -0.307  0.726  -1.312
H  -1.136  -0.701  -0.786

***

Energies, relative to the best one, in eV: version one 0.189; version two 0.000.

***

Version one
A cluster of 2 separate species, C4H8BrNO in total. Source: the Open Molecules 2025 dataset; level of theory: ωB97M-V/def2-TZVPD.

Results
- Spin multiplicity: 1
- Charge: 0
- SMILES: C=C(C)C(N)=O.Br
- Frontier orbital gap: 0.383 Eh
- Lowest unoccupied orbital energy: 0.6 eV
- HOMO level: -9.8190 eV

Positions of all 15 atoms, in Å:
C  -0.773  -0.172  -0.757
C  1.635  -0.196  -0.205
C  0.154  1.207  1.183
C  0.258  0.315  0.214
N  -0.562  0.049  -2.024
O  -1.629  -0.955  -0.326
Br  -2.210  -1.271  2.830
H  2.146  -0.227  0.779
H  1.294  -1.127  -0.708
H  2.131  0.581  -0.832
H  -0.768  1.504  1.643
H  -2.050  -1.231  1.505
H  1.048  1.309  1.899
H  0.189  0.640  -2.309
H  -0.863  -0.427  -2.892

***

Version two
An isolated molecule of C4H8BrNO. Source: the Open Molecules 2025 dataset; level of theory: ωB97M-V/def2-TZVPD.

Results
- Spin multiplicity: 1
- Charge: 0
- SMILES: [H]/N=C(/C)[C@@](C)(O)Br
- Frontier orbital gap: 0.379 Eh
- Lowest unoccupied orbital energy: 0.3 eV
- HOMO level: -9.9857 eV

Positions of all 15 atoms, in Å:
C  -0.243  0.674  -0.814
C  -0.493  1.787  0.290
C  -0.019  -1.227  1.121
C  0.476  -0.557  -0.197
N  -0.853  0.829  -1.901
O  0.647  -1.499  -1.211
Br  2.442  0.268  0.123
H  -1.143  2.326  -0.303
H  -0.839  1.406  1.230
H  0.336  2.417  0.523
H  0.240  -2.286  1.150
H  0.336  -0.788  2.203
H  -1.109  -1.152  1.178
H  -0.732  0.059  -2.546
H  0.955  -2.257  -0.846

***

Energies, relative to the best one, in eV: version one 0.000; version two 0.271.

***

Version one
A cluster of 2 separate species, C4H8BrNO in total. Source: the Open Molecules 2025 dataset; level of theory: ωB97M-V/def2-TZVPD.

Results
- Spin multiplicity: 1
- Charge: 0
- Frontier orbital gap: 0.295 Eh
- Lowest unoccupied orbital energy: -1.5 eV
- HOMO level: -9.5041 eV

Positions of all 15 atoms, in Å:
C  0.722  0.684  -0.744
C  -0.641  1.302  -0.789
C  0.576  -0.896  1.339
C  0.807  -0.660  -0.051
N  1.742  1.330  -1.141
O  -1.100  -1.743  -0.937
Br  2.149  -1.894  -0.824
H  -0.835  1.463  0.301
H  -0.530  2.333  -1.178
H  -1.463  0.910  -1.409
H  0.281  -1.961  1.706
H  1.476  -0.847  1.921
H  -0.229  -0.205  1.600
H  2.615  0.777  -1.047
H  -0.583  -2.485  -1.340

***

Version two
An isolated molecule of C4H8BrNO. Source: the Open Molecules 2025 dataset; level of theory: ωB97M-V/def2-TZVPD.

Results
- Spin multiplicity: 1
- Charge: 0
- SMILES: CC(C)=N[C@H](O)Br
- Frontier orbital gap: 0.369 Eh
- Lowest unoccupied orbital energy: 0.4 eV
- HOMO level: -9.6409 eV

Positions of all 15 atoms, in Å:
C  -0.624  -0.044  -0.238
C  -2.006  -0.101  -0.748
C  -0.033  -1.309  0.221
C  1.274  1.221  0.297
N  -0.086  1.090  -0.142
O  2.151  0.514  -0.367
Br  1.592  0.732  2.389
H  -2.149  -0.861  -1.556
H  -2.248  0.903  -0.988
H  -2.759  -0.519  -0.053
H  0.474  -1.904  -0.508
H  -0.715  -1.941  0.695
H  0.536  -0.917  1.008
H  1.447  2.341  0.356
H  3.146  0.798  -0.367

***

Energies, relative to the best one, in eV: version one 2.938; version two 0.000.

***

Version one
An isolated molecule of H5NOSSi. Source: the Open Molecules 2025 dataset; level of theory: ωB97M-V/def2-TZVPD.

Results
- Spin multiplicity: 1
- Charge: 0
- SMILES: N[Si@@H](O)S
- Frontier orbital gap: 0.327 Eh
- Lowest unoccupied orbital energy: 0.0 eV
- HOMO level: -8.9242 eV

Positions of all 9 atoms, in Å:
N  -1.087  1.158  0.115
O  -0.440  -1.315  -0.364
Si  -0.014  -0.082  0.612
S  2.446  0.217  -0.449
H  -1.213  2.032  0.505
H  -1.921  1.102  -0.507
H  -0.079  -1.337  -1.271
H  -0.179  -0.652  1.959
H  2.488  -1.122  -0.601

***

Version two
A cluster of 2 separate species, H5NOSSi in total. Source: the Open Molecules 2025 dataset; level of theory: ωB97M-V/def2-TZVPD.

Results
- Spin multiplicity: 1
- Charge: 0
- Frontier orbital gap (spin up / spin down): 0.264 / 0.327 Eh
- Lowest unoccupied orbital energy (spin up / spin down): -0.4 / -0.5 eV
- HOMO level (spin up / spin down): -7.6088 / -9.4398 eV

Positions of all 9 atoms, in Å:
N  0.205  0.908  1.124
O  0.379  0.809  -1.630
Si  -0.040  0.010  -0.304
S  0.897  -1.842  0.229
H  0.186  0.329  1.868
H  0.107  1.954  1.165
H  1.293  1.122  -2.003
H  -2.672  -1.067  -0.784
H  -0.354  -2.224  0.336

***

Energies, relative to the best one, in eV: version one 0.000; version two 2.650.

***

Version one
An isolated molecule of C9H6N4. Source: the Open Molecules 2025 dataset; level of theory: ωB97M-V/def2-TZVPD.

Results
- Spin multiplicity: 1
- Charge: 0
- SMILES: CC1(C)C(C#N)(C#N)C1(C#N)C#N
- Frontier orbital gap: 0.413 Eh
- Lowest unoccupied orbital energy: -0.3 eV
- HOMO level: -11.5498 eV

Positions of all 19 atoms, in Å:
C  -1.298  -1.281  1.412
C  -1.280  1.140  1.299
C  -1.227  -1.184  -1.369
C  -1.169  1.277  -1.332
C  -0.784  -0.058  0.820
C  -0.745  0.048  -0.762
C  0.539  -0.043  0.088
C  1.427  1.210  0.261
C  1.360  -1.271  -0.249
N  -1.649  -2.224  1.921
N  -1.703  2.166  1.570
N  -1.780  -2.173  -1.616
N  -1.631  2.258  -1.683
H  0.836  2.112  0.217
H  2.096  1.367  -0.625
H  2.036  1.367  1.236
H  2.368  -1.267  0.167
H  1.544  -1.120  -1.355
H  1.059  -2.323  -0.001

***

Version two
An isolated molecule of C9H6N4. Source: the Open Molecules 2025 dataset; level of theory: ωB97M-V/def2-TZVPD.

Results
- Spin multiplicity: 1
- Charge: 0
- SMILES: c1ccc2nc3[nH]cnc3nc2c1
- Frontier orbital gap: 0.294 Eh
- Lowest unoccupied orbital energy: -0.6 eV
- HOMO level: -8.6165 eV

Positions of all 19 atoms, in Å:
N  -2.584  -0.423  1.942
N  -0.173  -0.739  1.471
N  -0.874  0.641  -0.986
C  -3.540  -0.001  1.170
C  -1.415  -0.358  1.155
C  -1.743  0.266  -0.051
C  3.107  -0.441  -0.170
C  2.771  0.267  -1.328
C  2.103  -0.750  0.737
C  1.430  0.637  -1.584
C  0.756  -0.399  0.529
C  0.413  0.310  -0.692
N  -3.080  0.415  -0.043
H  -4.596  0.035  1.462
H  4.117  -0.811  0.022
H  3.522  0.579  -2.024
H  2.332  -1.248  1.671
H  1.127  1.190  -2.497
H  -3.673  0.829  -0.785

***

Energies, relative to the best one, in eV: version one 3.929; version two 0.000.